Entry from the Open Molecules 2025 dataset: a structure of composition C7H10N2O4 (ωB97M-V/def2-TZVPD).

Last column: Löwdin charge in e.
Atoms and positions in Å:
O (-3.8794, 1.1819, 0.6245)  0.200
O (1.0379, -1.8788, 0.1842)  0.088
O (2.0999, 1.5652, -0.4988)  -0.141
O (-2.0557, 2.5485, 0.8708)  0.215
N (-2.8619, -3.1357, -0.4488)  0.012
N (-2.0717, -2.2381, -0.1151)  -0.244
C (0.5904, 0.3155, 1.1459)  -0.117
C (1.7721, 0.6956, -1.4796)  -0.263
C (-3.0031, 1.9273, 0.7745)  -0.434
C (0.3933, -0.7234, 0.1144)  -0.409
C (1.9176, 1.1251, 0.8675)  -0.139
C (0.4806, -0.0564, -1.2790)  -0.089
C (-1.4784, -1.3867, 0.4913)  0.100
H (-0.0224, 1.1743, 1.3477)  0.100
H (-3.7451, -2.6154, -0.8226)  0.091
H (2.5488, -0.0851, -1.7178)  0.134
H (2.7728, 0.5212, 1.2740)  0.129
H (1.8484, 1.4851, -2.3666)  0.173
H (0.8381, -2.1946, 1.0459)  0.103
H (0.8537, -0.1857, 2.0652)  0.119
H (0.4708, -0.7625, -2.0491)  0.107
H (-0.3664, 0.5782, -1.4100)  0.117
H (1.8598, 2.1445, 1.3815)  0.147

The total energy comes out at -18586.1619 eV. The value obtained for the LUMO energy (alpha / beta) is -0.04 / -0.04 eV. As for the energy above the lowest of the compared OMol25 structures with the same formula, charge and spin: 115.8 kcal per mole. For the highest occupied orbital energy (alpha / beta), the calculation gives -7.956 / -7.957 eV. For the largest force on an atom, the calculation gives 4.6 eV/Å.



Entry from the Open Molecules 2025 dataset: a cluster of 9 separate species, H20NO8 in total (ωB97M-V/def2-TZVPD).

Last column: Löwdin charge in e.
Atoms and positions in Å:
O (-0.7291, 1.4743, 3.0034)  -0.010
O (-3.5568, 0.0753, -0.9156)  -0.059
O (-0.3887, 2.5675, -0.8137)  -0.123
O (-1.4869, 1.1563, -3.0819)  -0.029
O (3.2123, 0.1753, 1.0239)  -0.008
O (-0.6645, -1.3394, -2.1840)  0.016
O (2.0143, -1.6616, -0.9569)  -0.031
O (1.3486, -2.1299, 1.7772)  0.011
N (-0.1476, -0.2371, 0.3732)  0.291
H (-1.1865, -2.0692, -1.9120)  0.065
H (3.8503, 0.9072, 1.0490)  0.084
H (0.0528, 1.6283, 3.3082)  -0.076
H (3.4638, -0.5279, 1.5518)  -0.003
H (-4.2150, -0.4570, -0.3991)  0.073
H (0.0724, -1.8454, -2.0558)  -0.015
H (0.8981, -2.7832, 2.1236)  -0.033
H (-1.2431, 0.3836, -2.5674)  -0.031
H (-3.6776, 0.8903, -0.4190)  0.035
H (0.3179, -1.0570, -0.1421)  0.108
H (-1.8310, 1.4770, -2.3005)  -0.058
H (2.5072, -0.9796, -0.6483)  -0.042
H (-0.8075, -0.2450, 1.0315)  0.056
H (-1.4437, 2.2074, 3.1327)  0.128
H (-0.6233, 0.2987, -0.3938)  0.105
H (-1.0043, 3.3779, -0.7945)  0.098
H (2.0561, -1.9494, 2.4596)  0.101
H (0.4601, 2.8969, -1.2988)  0.114
H (0.6312, 0.3672, 0.6498)  0.113
H (2.1203, -2.6014, -0.6008)  0.120

The total energy comes out at -18186.6185 eV. The value obtained for the LUMO energy is -3.13 eV. As for the energy above the lowest of the compared OMol25 structures with the same formula, charge and spin: 83.9 kcal per mole. Its total charge is +1. For the highest occupied orbital energy, the calculation gives -13.059 eV. For the largest force on an atom, the calculation gives 10.4 eV/Å.



Entry from the Open Molecules 2025 dataset: a structure of composition C60H42BrCdIN2O3S2 (ωB97M-V/def2-TZVPD).

Last column: Löwdin charge in e.
Atoms and positions in Å:
I (1.6918, 2.5689, -4.2055)  0.933
Cd (1.9897, 1.0752, -1.2793)  1.329
Br (9.0381, -0.6481, 1.2907)  0.696
S (-0.8221, -0.8086, -0.8082)  1.047
S (-1.1293, 1.4643, 2.3077)  1.003
O (3.1441, -0.1694, 0.1985)  -0.181
O (-0.1865, 2.5638, 2.6506)  -0.490
O (-0.3956, 0.6250, -0.5877)  -0.600
N (3.7652, 2.5011, -0.7762)  0.014
N (1.1733, 3.2355, -0.7031)  0.032
C (-2.4003, -0.9692, -5.0747)  -0.264
C (0.1260, -2.4276, 2.1203)  -0.110
C (1.7281, 5.5732, -1.0264)  -0.156
C (-5.5727, -1.8940, 2.6940)  -0.032
C (0.3651, 5.8994, -0.8247)  -0.001
C (2.2734, -3.4647, 2.6383)  -0.037
C (1.8005, -4.6738, 2.2189)  -0.074
C (1.9157, -1.7689, -2.1921)  -0.188
C (0.9910, 0.6296, -6.3071)  -0.186
C (1.3680, -2.9753, -4.1924)  -0.057
C (4.3905, 4.8145, -1.3697)  -0.019
C (-1.6955, 0.9973, 4.9929)  -0.054
C (-2.5652, 0.8584, 6.0567)  -0.032
C (4.0069, 6.1622, -1.5258)  -0.069
C (-2.2072, 1.2282, 3.7213)  -0.370
C (4.9033, 2.1724, -0.2745)  -0.080
C (-0.0782, 3.5731, -0.5225)  -0.137
C (4.9909, -1.4383, 0.8567)  -0.015
C (2.7100, 6.5439, -1.3356)  -0.037
C (-4.4846, -1.5947, 1.8347)  -0.158
C (-3.1702, -1.6425, 2.3561)  -0.114
C (6.6835, 0.7171, 0.4579)  -0.105
C (6.3292, -1.5606, 1.1073)  -0.124
C (1.3306, 0.6565, -4.9830)  -0.653
C (1.9413, -1.0444, 3.0002)  -0.008
C (-2.9747, -2.0070, 3.7140)  -0.008
C (0.4755, -4.7896, 1.7425)  -0.071
C (1.4623, -0.5192, -4.1857)  -0.270
C (-0.1730, -0.0610, 2.4701)  -0.295
C (-1.8038, -2.0945, -3.0186)  -0.073
C (-2.3077, -1.0421, 0.1802)  -0.267
C (7.1877, -0.4670, 0.9115)  -0.711
C (1.7126, -2.9876, -2.8765)  -0.085
C (1.7821, -0.5314, -2.7888)  -0.220
C (-2.0802, 0.2472, -4.4807)  -0.027
C (-0.5281, 4.9097, -0.5507)  -0.028
C (-0.6871, -1.2622, 2.0514)  -0.185
C (-3.6168, -0.9904, -0.3415)  -0.037
C (-4.4366, 1.2083, 4.6005)  -0.040
C (-2.0752, -1.3274, 1.5068)  -0.168
C (-4.8782, 0.7880, 7.0448)  -0.046
C (3.4739, 3.8529, -1.0290)  -0.242
C (-5.3560, -2.2402, 3.9953)  -0.073
C (2.0962, 4.2204, -0.9118)  -0.207
C (1.4532, -2.3098, 2.5982)  -0.146
C (-0.3417, -3.6975, 1.6961)  -0.013
C (4.4050, -0.2267, 0.3722)  -0.379
C (1.2375, -1.7466, -4.8822)  -0.179
C (-1.6329, 0.3080, -3.1694)  -0.067
C (1.1472, 0.0619, 2.9396)  -0.049
C (0.8849, -1.7576, -6.2536)  -0.050
C (5.3137, 0.8648, 0.1535)  -0.135
C (-3.9484, 0.9563, 5.8748)  -0.276
C (-2.2601, -2.1364, -4.3242)  -0.033
C (-4.6786, -1.2485, 0.4761)  -0.010
C (-1.5069, -0.8646, -2.4483)  -0.402
C (-2.8504, -1.0348, -6.5071)  -0.042
C (0.7592, -0.5979, -6.9555)  -0.099
C (-4.0405, -2.3040, 4.5096)  -0.065
C (-3.5700, 1.3459, 3.5227)  -0.079
H (-1.9662, -2.0362, 4.1073)  0.126
H (-4.6411, 1.4998, 7.8369)  0.083
H (-3.6702, -1.7427, -6.6336)  0.080
H (-1.3576, -3.7917, 1.3314)  0.119
H (4.3220, -2.2775, 0.9999)  0.098
H (5.4259, 4.5426, -1.5285)  0.111
H (0.1070, -5.7534, 1.4150)  0.103
H (0.7252, -2.7164, -6.7347)  0.113
H (-0.7755, 2.7602, -0.3698)  0.076
H (6.7352, -2.5000, 1.4608)  0.099
H (3.2873, -3.3655, 3.0068)  0.112
H (-2.4929, -3.0932, -4.7775)  0.120
H (-3.7677, -0.7507, -1.3855)  0.111
H (-3.9576, 1.5350, 2.5276)  0.115
H (0.9120, 1.5520, -6.8665)  0.079
H (-6.1937, -2.4692, 4.6418)  0.105
H (1.5138, 1.0479, 3.1958)  0.113
H (-3.8829, -2.5811, 5.5440)  0.109
H (7.3438, 1.5654, 0.3177)  0.105
H (5.6494, 2.9551, -0.1030)  0.122
H (-1.3532, 1.2495, -2.7133)  0.101
H (2.9719, -0.9619, 3.3235)  0.122
H (-5.9155, 0.9419, 6.7503)  0.075
H (-1.6700, -3.0098, -2.4529)  0.122
H (0.4972, -0.6058, -8.0063)  0.104
H (-0.6240, 0.9307, 5.1387)  0.119
H (-2.1721, 0.6716, 7.0496)  0.118
H (0.0555, 6.9357, -0.8890)  0.119
H (2.1781, -1.8197, -1.1404)  0.064
H (-5.5052, 1.2901, 4.4420)  0.115
H (-2.1644, 1.1620, -5.0558)  0.119
H (2.4123, 7.5807, -1.4302)  0.112
H (-2.0245, -1.3608, -7.1421)  0.069
H (-4.7927, -0.2132, 7.4718)  0.080
H (4.7580, 6.8949, -1.7896)  0.106
H (-1.5742, 5.1183, -0.3766)  0.109
H (1.8281, -3.9259, -2.3459)  0.102
H (-3.1806, -0.0592, -6.8626)  0.079
H (-5.6893, -1.2056, 0.0880)  0.117
H (1.1969, -3.8952, -4.7405)  0.109
H (-6.5792, -1.8492, 2.2952)  0.113
H (2.4378, -5.5480, 2.2496)  0.103

The total energy comes out at -176403.9765 eV. The value obtained for the LUMO energy is -0.17 eV. As for the energy above the lowest of the compared OMol25 structures with the same formula, charge and spin: 0.0 kcal per mole. For the highest occupied orbital energy, the calculation gives -7.055 eV. For the largest force on an atom, the calculation gives 0.3 eV/Å.



Entry from the Open Molecules 2025 dataset: an isolated molecule of C3H5N3 (ωB97M-V/def2-TZVPD).

Last column: Löwdin charge in e.
Atoms and positions in Å:
N (1.1401, 2.9785, -0.9105)  0.157
N (1.1358, 0.0475, 0.8542)  0.140
N (-0.6968, 0.1725, -0.7016)  0.022
C (0.3309, 0.6215, -0.1057)  -0.461
C (0.7865, 1.9404, -0.5442)  -0.146
C (-1.2000, -1.1479, -0.3918)  -0.137
H (-1.6158, -1.2119, 0.6247)  0.081
H (0.7852, -0.7333, 1.3873)  0.092
H (1.7978, 0.6393, 1.3342)  0.101
H (-2.0087, -1.3737, -1.0916)  0.070
H (-0.4310, -1.9268, -0.5003)  0.081

The total energy comes out at -7661.5430 eV. The value obtained for the LUMO energy is 0.64 eV. As for the energy above the lowest of the compared OMol25 structures with the same formula, charge and spin: 21.0 kcal per mole. For the highest occupied orbital energy, the calculation gives -9.932 eV. For the largest force on an atom, the calculation gives 1.1 eV/Å.



Entry from the Open Molecules 2025 dataset: a cluster of 2 separate species, C2H10N2O in total (ωB97M-V/def2-TZVPD).

Last column: Löwdin charge in e.
Atoms and positions in Å:
O (-2.0547, -3.3244, -0.1760)  -0.074
N (-0.9853, -0.4741, -0.4101)  -0.018
N (1.8459, 1.7727, 0.6580)  -0.029
C (0.7174, 1.4226, -0.2396)  -0.286
C (-0.2488, 0.4609, 0.4990)  -0.252
H (-1.5749, -4.1052, 0.0948)  0.020
H (-0.9948, 0.9208, 1.1365)  0.108
H (-1.4397, -2.5951, -0.0410)  -0.021
H (0.4790, -0.1269, 1.0645)  0.097
H (0.2200, 2.3450, -0.5400)  0.103
H (2.3527, 2.5289, 0.2225)  0.055
H (-0.2760, -0.8727, -1.0268)  0.069
H (2.4365, 0.9656, 0.8214)  0.059
H (1.1317, 0.9465, -1.1353)  0.097
H (-1.6088, 0.1355, -0.9279)  0.072

The total energy comes out at -7263.5000 eV. The value obtained for the LUMO energy is 0.91 eV. As for the energy above the lowest of the compared OMol25 structures with the same formula, charge and spin: 9.8 kcal per mole. For the highest occupied orbital energy, the calculation gives -9.527 eV. For the largest force on an atom, the calculation gives 1.8 eV/Å.



What is the largest force on an atom in the second record? 10.4 eV/Å



largest force on an atom of number 2 (H20NO8)? 10.4 eV/Å



Among the records above, which one has the lowest largest force on an atom? C60H42BrCdIN2O3S2



Among the records above, which one has the lowest largest force on an atom? C60H42BrCdIN2O3S2